Entry 1:
DFT (ωB97M-V/def2-TZVPD) results for C41H67BrIrNO2PS2Si4Te as an isolated structure.

Computed properties:
expectation value of S²	8.808
total charge	-2
multiplicity	6
LUMO (spin up / spin down)	4.2 / 3.8	eV
relative energy (zero: lowest compared OMol25 entry of this formula, charge and spin)	0.0	kJ/mol
E_HOMO (spin up / spin down)	0.0027 / -0.0774	Eh

Structure (XYZ):
```
121
Properties=species:S:1:pos:R:3:mulliken_charge:R:1
Ir -0.26703 -0.81600 -1.40262 0.84
C -0.96511 -5.38657 -5.97066 -1.06
C -2.13616 -5.23927 -5.01950 -0.30
O -1.70498 -4.78109 -3.74185 -0.28
P -1.83803 -3.21323 -3.35186 1.05
S -1.34340 -3.16760 -1.40942 -0.59
S -0.92079 -2.04136 -4.61167 -0.48
O -3.44279 -3.03337 -3.52966 -0.56
C -4.23105 -2.27397 -2.61304 0.89
C -4.98690 -3.19449 -1.67910 -1.34
H -1.30109 -5.84161 -6.90646 0.39
H -0.19978 -6.02362 -5.52608 0.25
H -0.52477 -4.41316 -6.17852 0.23
H -2.60599 -6.21131 -4.84262 0.35
H -2.89494 -4.56581 -5.42524 0.26
H -4.91576 -1.67737 -3.22068 0.21
H -3.59812 -1.58362 -2.05408 -0.49
H -5.62378 -3.87719 -2.24470 0.41
H -5.61101 -2.60846 -1.00188 0.35
H -4.28353 -3.78045 -1.08678 0.19
Br 0.92536 2.08992 -0.73133 -0.07
C 2.17546 1.71317 -2.11235 0.81
C 2.77965 2.83894 -2.66999 -0.94
C 3.65956 2.68483 -3.72670 -0.70
C 3.90780 1.41968 -4.21973 -0.92
C 3.29914 0.27757 -3.66606 1.12
C 3.56242 -0.99554 -4.22846 -1.02
C 2.97066 -2.14951 -3.70938 -1.04
C 2.14953 -2.07231 -2.62319 0.08
C 1.80665 -0.81942 -1.97588 -0.89
C 2.41096 0.40265 -2.54104 0.48
H 2.54328 3.81617 -2.27320 0.47
H 4.13478 3.55306 -4.16859 0.38
H 4.58127 1.28211 -5.05908 0.32
H 4.22534 -1.04920 -5.08408 0.27
H 3.15730 -3.11136 -4.17389 0.38
H 1.71958 -2.97719 -2.21073 0.53
C 0.63561 2.87826 4.26085 -1.05
Si 2.34091 2.82380 3.44188 0.31
C 3.51920 3.45523 4.79349 -1.16
C 2.32506 4.18357 2.12885 -0.88
Si 2.84129 0.74891 2.49169 0.48
Te 1.94471 -1.23632 0.21243 -0.14
Si 3.00677 -0.80233 4.21645 0.43
C 1.31657 -1.31163 4.89063 -0.94
C 3.82362 -2.40013 3.61716 -1.04
C 4.00556 -0.26534 5.74005 -1.09
Si 5.01637 0.98936 1.65304 0.37
C 5.07052 2.34734 0.34400 -0.65
C 6.33033 1.44796 2.94820 -1.05
C 5.69451 -0.58155 0.86089 -0.96
H 0.55230 3.77819 4.87597 0.43
H 0.45306 2.01177 4.89867 0.25
H -0.15665 2.90410 3.51085 0.13
H 3.19653 4.44418 5.13444 0.41
H 4.54499 3.53738 4.43611 0.27
H 3.52710 2.78232 5.65286 0.22
H 1.73685 5.04027 2.47069 0.39
H 1.89500 3.82420 1.19620 0.02
H 3.33518 4.53226 1.90700 0.29
H 0.76489 -1.87218 4.13471 0.14
H 0.70548 -0.45158 5.17053 0.23
H 1.43653 -1.94998 5.77065 0.40
H 3.51833 -2.64783 2.59953 0.25
H 3.54888 -3.23530 4.26725 0.36
H 4.91169 -2.31131 3.61736 0.24
H 3.48062 0.51067 6.30026 0.26
H 4.97888 0.13834 5.46000 0.22
H 4.16434 -1.11892 6.40593 0.34
H 5.04120 3.33795 0.80098 0.32
H 4.22216 2.27297 -0.33669 -0.10
H 5.98436 2.27061 -0.25055 0.43
H 6.06186 2.34410 3.50603 0.21
H 7.29559 1.62439 2.46480 0.36
H 6.45717 0.63910 3.67015 0.21
H 4.98579 -1.01462 0.15638 0.17
H 5.90636 -1.34061 1.61609 0.24
H 6.62213 -0.35867 0.32598 0.40
C -1.86877 1.85381 -5.29049 -1.61
C -2.66358 1.65165 -4.02767 -0.08
C -4.00516 2.03161 -3.94627 -1.11
C -4.69231 1.82302 -2.76165 0.05
C -6.14223 2.22112 -2.63523 -1.88
C -4.06159 1.23201 -1.67258 0.22
C -2.71378 0.80796 -1.71795 0.40
C -2.05011 1.07427 -2.93938 -0.15
N -2.01863 0.13735 -0.73470 -0.57
C -2.58340 -0.00280 0.61192 2.15
C -2.93181 1.36331 1.24261 -1.07
C -3.50037 1.18580 2.65365 0.45
C -4.73651 0.28075 2.60007 -1.53
C -4.34982 -1.10139 2.06294 0.05
C -3.27855 -1.72373 2.95770 -1.62
C -2.05338 -0.80935 2.96549 1.07
C -2.44065 0.54777 3.55089 -0.64
C -1.52637 -0.62774 1.53725 -2.14
C -3.79309 -0.96328 0.64445 -1.15
H -2.49651 2.24147 -6.09491 0.37
H -1.42981 0.90817 -5.61397 0.23
H -1.04748 2.55496 -5.12683 0.29
H -4.50198 2.48041 -4.80022 0.20
H -6.53585 2.57513 -3.58876 0.40
H -6.27110 3.01954 -1.89989 0.31
H -6.75495 1.37776 -2.30791 0.32
H -4.66262 1.08726 -0.78897 0.68
H -1.00530 0.78372 -3.03453 0.51
H -3.63768 1.92329 0.63285 0.97
H -2.00746 1.95005 1.27863 0.04
H -3.78465 2.16563 3.05551 0.35
H -5.49844 0.72930 1.95243 0.54
H -5.17241 0.18534 3.60175 0.59
H -5.23688 -1.74614 2.04262 0.17
H -3.00522 -2.70907 2.56888 0.45
H -3.65812 -1.85858 3.97786 0.57
H -1.26400 -1.25592 3.57616 -0.36
H -1.55721 1.19066 3.59898 -0.62
H -2.82179 0.42860 4.57266 0.70
H -1.22398 -1.59418 1.12986 0.34
H -0.63748 0.00910 1.54292 0.32
H -4.58750 -0.63814 -0.02633 0.42
H -3.44686 -1.93347 0.27846 0.07
```

=====

Entry 2:
DFT (ωB97M-V/def2-TZVPD) results for a 9-piece molecular cluster, C41H67NO21P overall in a non-equilibrium geometry.

Computed properties:
total charge	-1
LUMO	1.5	eV
E_HOMO	-0.1455	Eh

Structure (XYZ):
```
131
Properties=species:S:1:pos:R:3:mulliken_charge:R:1
C -2.90218 -1.24087 4.24678 -1.57
C -2.77083 -1.97255 2.92957 0.31
O -4.01825 -2.61993 2.57803 -0.34
P -4.00462 -4.17567 2.24326 0.90
O -5.39999 -4.65924 2.16226 -0.87
C -3.20381 -4.47725 0.66900 -0.30
C -1.66372 -4.34405 0.55734 0.08
C -1.25781 -3.68197 -0.77011 -0.98
N -1.25576 -2.22013 -0.63594 -0.03
C -0.13710 -1.54264 -1.34583 -0.31
C -0.63334 -0.99990 -2.70527 0.54
O -1.15967 0.13554 -2.67929 -0.73
O -0.48236 -1.74858 -3.68741 -0.81
O -3.22685 -4.83908 3.47796 -0.36
C -2.59398 -6.11829 3.30798 -0.39
C -1.07149 -6.00488 3.42301 -1.09
H -3.60888 -0.41459 4.20221 0.35
H -3.13019 -1.92048 5.06858 0.34
H -1.92169 -0.81226 4.47197 0.43
H -1.94565 -2.67745 3.00317 0.00
H -2.54748 -1.25902 2.13733 0.34
H -3.70832 -3.85755 -0.07085 -0.08
H -3.47330 -5.50455 0.42029 0.36
H -1.22249 -3.78102 1.37538 0.14
H -1.25570 -5.35787 0.52829 0.27
H -1.97386 -3.99743 -1.53367 0.22
H -0.28743 -4.07026 -1.07992 0.53
H -2.09790 -1.89528 -1.09856 0.31
H 0.23006 -0.72663 -0.72842 0.06
H 0.67872 -2.22824 -1.55311 0.01
H -2.93036 -6.62413 2.40411 0.33
H -2.94888 -6.71921 4.14492 0.51
H -0.83205 -4.97269 3.67949 0.28
H -0.71116 -6.62389 4.24187 0.33
H -0.54280 -6.22777 2.50121 0.29
O 2.79807 -1.10326 -0.79625 -0.61
C 3.15123 -0.60292 -1.82275 0.60
O 2.43337 0.36888 -2.42363 -0.25
C 3.00709 0.70656 -3.69321 -0.55
C 4.46611 0.27650 -3.59306 0.09
C 4.37046 -0.93541 -2.66532 -0.72
H 2.45661 0.17280 -4.47096 0.25
H 2.89427 1.77649 -3.85508 0.36
H 4.91867 0.06303 -4.55989 0.47
H 5.04516 1.06127 -3.11881 -0.22
H 4.17254 -1.85986 -3.21046 0.29
H 5.24589 -1.05966 -2.03309 0.32
O 6.20426 3.01687 -2.86183 -0.57
C 7.26348 2.69949 -3.32267 0.58
O 7.41831 1.56045 -4.04340 -0.31
C 8.80620 1.37847 -4.37783 -0.59
C 9.42572 2.76814 -4.28911 -0.29
C 8.59005 3.41284 -3.18573 -0.44
H 9.24169 0.67853 -3.66044 0.28
H 8.87285 0.94742 -5.37424 0.32
H 10.49423 2.74647 -4.08299 0.30
H 9.27487 3.30051 -5.22122 0.17
H 8.97948 3.21509 -2.18579 0.28
H 8.46676 4.48361 -3.32380 0.30
O -0.12455 5.89018 0.89781 -0.63
C -0.36132 4.87620 0.29756 0.47
O 0.17208 3.69016 0.64065 -0.38
C -0.20322 2.66730 -0.32392 -0.01
C -1.46217 3.20285 -0.98067 -0.40
C -1.23263 4.71221 -0.93592 -0.40
H 0.61547 2.54124 -1.03271 0.02
H -0.35938 1.72648 0.19389 0.20
H -1.61470 2.79465 -1.97696 0.32
H -2.33366 2.94671 -0.37610 0.24
H -0.67128 5.06840 -1.80164 0.24
H -2.15192 5.28263 -0.83348 0.32
O 8.17126 3.98363 0.19758 -0.57
C 7.13068 4.51303 0.47343 0.55
O 6.94650 5.15870 1.64922 -0.39
C 5.58099 5.60458 1.76058 -0.44
C 5.06925 5.67721 0.32910 -0.54
C 5.85799 4.55472 -0.34780 -0.15
H 5.02982 4.87894 2.36154 0.24
H 5.56768 6.56510 2.27019 0.33
H 3.98913 5.57013 0.25645 0.34
H 5.34322 6.63657 -0.11347 0.26
H 5.35687 3.59038 -0.26361 0.21
H 6.07723 4.75992 -1.38593 0.16
O 10.57800 5.10098 -5.76774 -0.56
C 11.61209 4.73952 -6.24319 0.58
O 11.71658 3.60081 -6.97137 -0.35
C 13.08914 3.35723 -7.32254 -0.41
C 13.77120 4.71741 -7.23499 -0.47
C 12.97474 5.39599 -6.12116 -0.50
H 13.50377 2.63866 -6.61232 0.27
H 13.12365 2.92527 -8.31944 0.29
H 14.83976 4.64781 -7.04292 0.32
H 13.63172 5.26155 -8.16986 0.27
H 13.37715 5.17328 -5.13186 0.25
H 12.89128 6.47082 -6.25052 0.32
O -3.80979 -4.21132 -2.49659 -0.55
C -4.85480 -3.81122 -2.91581 0.47
O -5.25851 -2.53429 -2.74891 -0.35
C -6.58852 -2.35815 -3.25265 -0.44
C -6.78935 -3.49070 -4.25387 -0.51
C -5.92672 -4.59741 -3.64839 -0.48
H -7.28558 -2.41823 -2.41343 0.27
H -6.66334 -1.37131 -3.70255 0.31
H -7.83510 -3.76066 -4.39078 0.32
H -6.38534 -3.20092 -5.22463 0.28
H -6.47384 -5.19553 -2.91800 0.27
H -5.47876 -5.24583 -4.39569 0.31
O -5.58567 -3.64842 7.12961 -0.62
C -6.44480 -3.35250 6.34719 0.38
O -7.71256 -3.07626 6.74734 -0.38
C -8.55789 -2.85231 5.59667 0.20
C -7.60202 -2.46677 4.47619 -0.77
C -6.34656 -3.25582 4.83944 0.96
H -9.09599 -3.77853 5.37946 0.18
H -9.27921 -2.07426 5.83629 -0.13
H -7.98975 -2.68866 3.48451 0.44
H -7.39160 -1.39622 4.52393 0.25
H -6.36021 -4.25922 4.41424 0.17
H -5.43989 -2.74530 4.54148 -0.69
O -11.11259 -1.13053 6.05703 -0.64
C -11.00636 -0.26273 6.87322 0.62
O -10.33318 0.88404 6.62843 -0.36
C -10.26776 1.68853 7.81771 -0.42
C -11.42959 1.21508 8.68372 -0.47
C -11.52323 -0.26089 8.29906 -0.48
H -9.29964 1.52016 8.29329 0.27
H -10.34347 2.73572 7.53610 0.30
H -11.27076 1.39220 9.74537 0.33
H -12.34490 1.73051 8.38931 0.26
H -10.86467 -0.88697 8.90297 0.26
H -12.53675 -0.64907 8.33682 0.31
```

=====

Entry 3:
DFT (ωB97M-V/def2-TZVPD) results for a 4-piece molecular cluster, C41H68N5O11S3 overall in a non-equilibrium geometry.

Computed properties:
total charge	+1
LUMO	-2.4	eV
E_HOMO	-0.3910	Eh

Structure (XYZ):
```
128
Properties=species:S:1:pos:R:3:mulliken_charge:R:1
C -2.47777 -1.70758 -0.17768 -1.76
C -1.45194 -1.91178 0.95896 -0.10
C -0.12091 -1.35326 0.43311 1.48
C -0.33432 0.18484 0.33035 -1.80
N 1.22648 -1.69299 1.05540 1.63
C 2.26460 -1.00098 0.18697 -1.09
C 2.15988 -1.03340 -1.33177 -1.37
O 1.77333 0.26483 -1.77681 0.17
C 1.37826 0.31833 -3.09238 0.57
C -0.01004 -0.10191 -3.44751 -0.26
O 2.13316 0.74805 -3.89070 -0.57
C 1.43084 -1.07015 2.44180 0.36
C 0.37965 -1.28412 3.54565 -1.68
C 0.03232 0.08338 4.18590 -0.77
C -1.06980 -0.07388 5.25168 -1.10
S -2.55151 0.87476 4.82798 -0.20
C -3.67012 -0.37066 4.21932 0.13
S -3.73565 -1.87256 4.85448 -0.21
N -4.46543 0.10280 3.19772 0.27
C -5.41083 -0.89044 2.66774 -1.01
C -6.25762 -0.17420 1.58825 -0.61
O -5.59779 1.01216 1.17713 -0.37
C -5.60463 1.97641 2.21532 -0.57
C -5.28776 1.27624 3.54498 -0.82
C 2.77705 -1.46975 3.04518 -0.96
O 2.85840 -2.86326 3.19758 -0.41
C 2.90511 -3.38233 1.88882 -3.02
C 1.58490 -3.19067 1.12764 2.99
C 0.54856 -4.07261 1.87601 -1.53
C 1.04243 -5.32283 2.57941 -1.91
S 1.61699 -6.58284 1.40007 -0.01
C 1.81640 -7.93393 2.47313 0.41
N 2.10138 -7.98568 3.72511 -0.13
N 2.16745 -9.34291 4.03065 -0.57
C 1.93139 -9.97732 2.94267 0.05
O 1.68333 -9.13650 1.88953 -0.25
C 1.76777 -3.81270 -0.26719 0.98
C 3.00725 -4.12457 -0.81463 -0.80
C 3.08095 -4.68295 -2.09216 -0.90
N 2.03127 -4.94070 -2.86079 -0.59
C 0.84600 -4.61441 -2.34966 -0.68
C 0.66537 -4.06471 -1.08771 0.05
H -2.85628 -0.69612 -0.18616 0.14
H -2.08628 -1.99250 -1.14993 0.34
H -3.32384 -2.35296 0.01539 0.83
H -1.85053 -1.37534 1.81195 -0.23
H -1.50683 -2.96811 1.19507 0.29
H -0.15129 -1.71567 -0.58320 -0.37
H -0.39835 0.48903 -0.70204 -0.13
H -1.27793 0.46754 0.78294 0.57
H 0.41094 0.78813 0.83475 0.09
H 3.26259 -1.33380 0.42877 0.86
H 2.30887 0.05454 0.42738 0.93
H 3.14132 -1.23463 -1.75777 0.51
H 1.49955 -1.77719 -1.76954 0.28
H -0.40754 -0.81922 -2.73557 -0.08
H -0.68302 0.75015 -3.44893 -0.24
H 0.02035 -0.52787 -4.44065 0.50
H 1.51570 0.00727 2.36096 0.57
H 0.79961 -1.87680 4.35314 0.78
H -0.55869 -1.76273 3.30811 0.26
H -0.24000 0.79669 3.41716 0.49
H 0.92822 0.38902 4.72323 0.36
H -0.73689 0.27913 6.21974 0.50
H -1.35921 -1.10875 5.39583 0.47
H -4.90652 -1.76345 2.29299 0.51
H -6.10073 -1.19877 3.45428 0.50
H -7.23021 0.09550 2.00006 0.31
H -6.38174 -0.78743 0.70465 0.36
H -4.79671 2.65616 1.97190 0.37
H -6.55905 2.49888 2.27952 0.33
H -6.19223 0.92344 4.04197 0.27
H -4.79599 1.95523 4.23223 0.64
H 3.63383 -1.05618 2.51208 0.33
H 2.77772 -1.02948 4.03676 0.57
H 3.21572 -4.41755 1.85347 0.75
H 3.73972 -2.88587 1.39077 0.90
H -0.04830 -3.54265 2.60502 0.33
H -0.21105 -4.40840 1.17869 0.48
H 1.76636 -5.14654 3.36560 0.69
H 0.18471 -5.76244 3.07839 0.83
H 1.90895 -11.03249 2.76287 0.43
H 3.94164 -3.95575 -0.30929 0.52
H 4.05252 -4.93644 -2.48905 0.49
H -0.02474 -4.79544 -2.96272 0.49
H -0.32544 -3.84112 -0.72881 0.14
O 1.29251 3.32905 0.46289 -0.63
C 1.17483 4.01421 -0.52156 0.78
O 0.26441 4.99861 -0.52118 -0.42
C 0.16830 5.96605 -1.57634 -0.47
C -0.64494 5.45404 -2.74562 -0.62
C 1.96680 3.73496 -1.77586 -0.53
H 1.16004 6.30177 -1.88012 0.35
H -0.32902 6.82297 -1.12678 0.36
H -0.18208 4.58056 -3.20671 0.19
H -0.74744 6.22760 -3.50596 0.43
H -1.63828 5.15925 -2.40778 0.04
H 1.47751 2.92366 -2.30999 -0.27
H 2.96497 3.41455 -1.48859 0.27
H 2.08432 4.58793 -2.43957 0.40
O 3.98356 6.87452 -5.26227 -0.56
C 4.87024 6.45030 -4.57727 0.74
O 4.69929 5.25572 -3.97043 -0.34
C 5.73001 4.58107 -3.24599 -0.50
C 5.81672 5.08258 -1.82027 -0.82
C 6.12903 7.24617 -4.31972 -0.94
H 6.68404 4.64184 -3.77110 0.42
H 5.43740 3.53191 -3.25188 0.32
H 6.08213 6.13846 -1.77199 0.30
H 6.55675 4.52158 -1.24915 0.37
H 4.84515 4.97794 -1.33618 0.16
H 5.92615 7.97505 -3.53643 0.26
H 6.38580 7.77462 -5.23384 0.31
H 6.98985 6.64600 -4.03538 0.32
O -4.17043 -0.87656 -2.28653 -0.58
C -4.38707 0.26593 -2.59529 0.91
O -3.34626 1.11744 -2.66978 -0.33
C -3.48599 2.46007 -3.15202 -0.26
C -3.95644 3.39824 -2.06062 -1.16
C -5.78786 0.77749 -2.81481 -1.18
H -4.13022 2.48536 -4.03104 0.36
H -2.48998 2.75012 -3.48593 0.29
H -4.94223 3.11941 -1.68855 0.35
H -4.00655 4.42111 -2.43349 0.39
H -3.26926 3.36638 -1.21394 0.31
H -6.22712 0.99434 -1.84214 0.16
H -6.36246 -0.00764 -3.30064 0.37
H -5.84951 1.66306 -3.44171 0.41
```